Below is C15H31BaIP2 as an isolated structure in a non-equilibrium geometry, with properties calculated with the ωB97M-V functional and the def2-TZVPD basis.

```
50
Properties=species:S:1:pos:R:3
P -1.697 2.153 1.238
P -0.179 -1.832 2.256
C -0.350 0.881 1.239
C -0.178 -0.662 0.877
H 0.132 1.026 2.226
H 0.362 1.364 0.545
H -0.502 -1.039 -0.145
H 0.877 -0.650 0.566
C 1.438 -1.758 3.003
H 1.384 -2.206 4.007
H 1.785 -0.712 3.075
H 2.147 -2.334 2.385
C -0.601 -3.467 1.715
H 0.253 -3.969 1.260
H -1.443 -3.441 1.013
H -0.903 -4.036 2.599
C -0.625 3.577 1.238
H -1.093 4.495 1.619
H -0.277 3.757 0.209
H 0.295 3.342 1.788
C -2.563 2.202 -0.362
H -2.066 1.581 -1.130
H -2.502 3.231 -0.745
H -3.650 1.961 -0.265
Ba -2.761 -0.717 -0.165
C 0.934 -1.965 -1.692
C 1.897 -1.558 -0.836
C 2.940 -0.539 -1.205
C 2.509 0.714 -2.038
C 1.128 1.235 -1.799
C 0.027 0.742 -2.389
C 0.094 -0.290 -3.459
C 0.928 -1.576 -3.118
C -3.079 1.779 2.333
H 0.202 -2.728 -1.402
H 2.086 -2.125 0.092
H 3.711 -1.061 -1.795
H 3.461 -0.168 -0.309
H 3.202 1.522 -1.746
H 2.718 0.493 -3.098
H 1.118 2.228 -1.329
H -0.926 1.265 -2.286
H 0.559 0.166 -4.354
H -0.902 -0.628 -3.791
H 0.500 -2.404 -3.706
H 1.949 -1.422 -3.500
H -3.516 0.785 2.068
H -3.924 2.490 2.288
H -2.805 1.661 3.382
I -2.095 -1.362 3.644
```

As for the HOMO energy (spin up / spin down): -3.50 / -3.45 eV.

Below is C15H31BeBr2CaCl2ILiNO10 as an isolated structure in a non-equilibrium geometry, with properties calculated with the ωB97M-V functional and the def2-TZVPD basis.

```
65
Properties=species:S:1:pos:R:3
C -2.277 -2.358 2.736
C -0.961 -2.131 1.729
I -1.082 -3.829 0.285
C -1.196 -0.676 1.012
C 0.038 -0.148 0.074
C -0.518 0.323 -1.396
C 0.429 -0.427 -2.518
N 1.472 -1.252 -1.738
C 1.336 -1.104 -0.216
H -2.865 -1.337 2.775
H -3.003 -3.146 2.239
H -1.972 -2.615 3.836
H 0.045 -2.167 2.369
H -1.348 0.112 1.893
H -2.246 -0.725 0.456
H 0.476 0.747 0.689
H -1.587 -0.156 -1.599
H -0.399 1.485 -1.469
H 0.956 0.327 -3.244
H -0.339 -1.208 -2.985
H 2.364 -0.897 -2.186
H 1.467 -2.297 -1.927
H 1.556 -2.033 0.462
H 2.253 -0.381 0.009
C 2.066 0.353 -6.710
C 2.892 0.735 -5.494
O 2.453 1.717 -4.832
O 3.914 0.020 -5.302
H 1.196 1.008 -6.823
H 2.677 0.432 -7.614
H 1.712 -0.677 -6.610
Ca 1.831 -1.223 -5.233
C 0.960 -4.864 4.220
C 0.452 -3.742 5.109
O 1.308 -2.865 5.412
O -0.765 -3.832 5.432
H 2.018 -4.731 3.975
H 0.841 -5.825 4.731
H 0.389 -4.885 3.287
C -0.455 3.231 -8.288
O -0.321 1.952 -8.607
H -0.602 3.474 -7.222
H 0.383 3.904 -8.537
H -1.299 3.779 -8.740
Li -3.998 -3.221 0.532
O -2.617 2.631 2.901
Cl -2.015 3.272 1.748
O -1.915 4.699 1.985
O -2.838 3.033 0.578
O -0.691 2.724 1.527
C -5.458 4.367 3.885
O -4.626 3.810 3.018
H -5.851 5.367 3.638
H -6.395 3.827 4.105
H -5.080 4.543 4.907
Br 2.538 -0.396 3.661
C 3.217 0.919 2.390
C 4.600 1.391 2.778
Br 4.523 2.661 4.256
H 2.481 1.726 2.341
H 3.244 0.397 1.429
H 5.064 1.941 1.955
H 5.264 0.579 3.088
Be -2.843 -1.056 -1.352
Cl -0.855 -5.280 7.193
```

As for the HOMO energy: -5.51 eV.

Below is C15H31CdClO4P2 as an isolated structure in a non-equilibrium geometry, with properties calculated with the ωB97M-V functional and the def2-TZVPD basis.

```
54
Properties=species:S:1:pos:R:3
P -1.704 0.923 1.467
P 0.922 -2.647 0.870
C -0.669 -0.036 0.231
C -0.574 -1.572 0.304
H 0.327 0.446 0.090
H -1.197 0.272 -0.674
H -1.359 -1.930 1.004
H -0.717 -1.999 -0.708
C 2.441 -2.357 -0.176
H 3.257 -2.981 0.257
H 2.765 -1.295 -0.159
H 2.232 -2.709 -1.216
C 0.507 -4.246 0.092
H 1.163 -4.518 -0.754
H -0.535 -4.227 -0.259
H 0.637 -5.015 0.873
C -0.869 2.609 1.512
H -0.999 3.053 2.516
H -1.314 3.265 0.749
H 0.236 2.545 1.352
C -3.344 1.289 0.817
H -3.627 0.517 0.105
H -3.447 2.289 0.402
H -3.949 1.207 1.724
Cd 1.427 0.734 2.114
C 0.269 -0.103 -2.563
C 1.385 0.289 -1.931
C 2.192 1.486 -2.257
C 1.313 2.752 -2.316
C 0.187 2.761 -1.335
C -1.107 2.472 -1.591
C -1.642 1.683 -2.770
C -0.620 0.731 -3.452
C -0.151 0.103 3.528
H -0.028 -1.167 -2.527
H 1.823 -0.405 -1.232
H 2.747 1.405 -3.209
H 2.944 1.623 -1.470
H 1.958 3.591 -2.012
H 0.977 2.947 -3.343
H 0.513 3.134 -0.360
H -1.899 3.003 -1.035
H -2.086 2.358 -3.545
H -2.503 1.063 -2.443
H -1.261 0.013 -3.992
H -0.085 1.292 -4.232
H -0.624 -0.748 3.012
H -0.852 0.966 3.589
H 0.108 -0.268 4.534
O 0.722 -2.288 5.390
Cl 0.964 -2.932 4.105
O 1.523 -4.259 4.281
O -0.302 -3.043 3.337
O 1.927 -2.076 3.307
```

As for the HOMO energy (spin up / spin down): -6.97 / -6.97 eV.

Below is C15H31ClI2InNP2 as an isolated structure in a non-equilibrium geometry, with properties calculated with the ωB97M-V functional and the def2-TZVPD basis.

```
53
Properties=species:S:1:pos:R:3
I -0.988 -3.119 -1.577
I 0.032 0.013 -2.306
In -0.996 -0.537 2.673
P 1.641 -0.363 3.774
C 1.320 0.730 5.152
C 2.035 -1.950 4.594
H 2.144 -1.725 5.676
H 3.987 0.323 3.732
H 3.003 -2.380 4.217
H 3.579 -0.641 2.275
H 0.217 0.699 5.311
H 1.163 -2.645 4.433
C 3.221 0.139 2.977
H 1.837 0.298 6.032
H 3.020 1.066 2.410
H 1.634 1.798 4.967
P 0.639 -2.808 -3.382
C -0.912 -2.407 -4.331
C 2.298 -2.890 -4.137
H 1.063 -5.237 -2.945
H 0.773 -4.998 -4.756
H -0.669 -4.978 -3.617
C 0.430 -4.722 -3.727
H 3.025 -3.302 -3.403
H 2.301 -3.557 -5.015
H -1.062 -3.129 -5.155
H -0.975 -1.433 -4.751
H 2.596 -1.871 -4.406
H -1.714 -2.504 -3.553
Cl 0.510 -0.158 0.812
C -0.997 3.592 -0.979
N -0.136 2.846 -0.075
C 1.109 3.631 0.281
C -0.994 2.518 1.222
C -2.224 1.751 0.828
C -3.344 2.312 0.145
C -4.037 1.565 -0.811
C -3.740 0.182 -0.911
C -2.748 -0.398 -0.062
C -2.166 0.355 0.911
H -1.694 4.205 -0.351
H -1.534 2.868 -1.579
H -0.384 4.272 -1.519
H 0.084 1.932 -0.583
H 0.847 4.484 0.984
H 1.895 2.989 0.740
H 1.478 4.049 -0.682
H -0.248 2.055 1.938
H -1.306 3.520 1.652
H -3.564 3.382 0.212
H -4.841 2.090 -1.433
H -4.212 -0.467 -1.663
H -2.397 -1.445 -0.236
```

As for the HOMO energy (spin up / spin down): -12.58 / -12.58 eV. As for the charge: +2.

| no. | electronic energy (hartree) |
| --- | --- |
| 1 | -1595.595085 |
| 2 | -8462.096711 |
| 3 | -2201.146639 |
| 4 | -2572.571367 |